1.
48
Properties=species:S:1:pos:R:3:forces:R:3 method="wB97M-V/def2-TZVPD" multiplicity=1
C -1.2149 2.9830 1.9932 0.0 -0.1 -0.1
N -0.9876 2.6944 0.5779 0.1 0.3 0.0
C 0.3760 2.3691 0.2092 -0.1 -0.2 0.1
C 0.7858 0.9422 0.5216 -0.2 -0.1 -0.2
C 0.0234 -0.1233 0.0167 0.1 0.3 0.1
C 0.3389 -1.4490 0.2685 0.1 -0.3 0.1
P -0.7851 -2.6986 -0.3906 -0.8 0.0 0.2
O -2.2005 -2.4618 -0.0160 0.1 0.1 -0.1
C 1.4747 -1.6983 1.0286 0.2 0.2 0.2
C 2.2240 -0.6502 1.5389 -0.1 -0.3 -0.1
C 1.8960 0.6687 1.3050 0.0 0.1 0.2
C 3.3518 -1.2273 2.3169 0.4 -0.1 0.5
O 3.9820 -0.7262 3.2051 0.1 -0.1 -0.6
N 3.4488 -2.6221 1.9313 -0.6 0.4 -0.1
C 4.6376 -3.0960 1.2372 0.0 -0.1 0.6
I 4.6585 -5.2564 1.2890 0.1 -0.1 0.0
C 4.8065 -2.5518 -0.1838 0.1 -0.5 -0.1
C 5.7931 -3.3218 -1.0585 0.0 0.4 -0.2
I 5.5346 -0.5238 -0.0463 -0.1 0.1 0.0
C 2.1306 -2.9685 1.4681 0.1 0.1 -0.1
O 1.6365 -4.0543 1.5530 0.1 -0.2 -0.4
H -1.7816 3.9080 2.1072 0.0 0.0 0.0
H -1.7563 2.1823 2.5022 0.0 0.0 0.1
H -0.2645 3.1122 2.5125 0.0 0.0 0.0
H -1.6375 2.0017 0.2384 -0.1 0.1 -0.1
H 0.5182 2.5596 -0.8577 0.0 0.0 0.0
H 1.0436 3.0455 0.7431 0.0 0.1 -0.1
H -0.8605 0.0793 -0.5786 0.0 0.1 0.0
H -0.5638 -2.6447 -1.7794 0.2 -0.1 0.0
H -0.2625 -3.9280 0.0183 0.2 0.0 -0.1
H 2.5016 1.4650 1.7189 0.0 0.0 0.0
H 5.4953 -2.8242 1.8492 0.0 0.0 0.0
H 3.8378 -2.5048 -0.6802 0.0 0.2 0.0
H 5.3124 -4.1887 -1.5081 0.1 -0.2 0.2
H 6.6772 -3.6078 -0.4907 0.0 -0.1 0.0
H 6.1329 -2.6838 -1.8737 -0.1 0.0 0.0
C -5.5912 0.8256 -0.2642 0.0 -0.1 0.1
O -4.8255 1.7971 -0.9876 0.1 0.0 0.0
C -5.5216 2.4856 -1.8898 0.0 0.0 0.0
O -6.6937 2.3567 -2.1251 -0.1 0.0 0.0
O -4.6954 3.3430 -2.4880 0.0 0.0 0.0
C -5.3169 4.1558 -3.4875 0.0 0.1 -0.1
H -4.8951 0.3496 0.4197 0.0 0.0 0.0
H -6.3920 1.3083 0.2920 0.0 0.0 0.0
H -6.0062 0.0838 -0.9428 0.0 0.0 0.0
H -6.1069 4.7632 -3.0505 0.0 0.0 0.0
H -5.7275 3.5377 -4.2834 0.0 0.0 0.0
H -4.5309 4.7939 -3.8793 0.0 0.0 0.0

***

2.
103
Properties=species:S:1:pos:R:3:forces:R:3 method="wB97M-V/def2-TZVPD" relative_energy_kcal_mol=0.0 multiplicity=1 total_charge=+1
Au -0.0307 -0.2152 0.7914 0.0 0.0 0.0
C 3.5216 -0.1699 1.2114 0.0 0.1 0.0
N 3.1918 -1.5669 1.4305 0.0 0.1 0.0
C 3.6220 -2.1070 2.7118 0.0 -0.1 0.0
C 2.2976 -2.1844 0.6343 0.0 0.0 0.0
N 1.4929 -1.4625 -0.1370 0.1 0.0 0.1
C 1.1364 -1.9844 -1.3997 0.0 0.0 -0.1
C 2.0846 -2.5632 -2.2381 0.0 0.0 0.0
C 1.7245 -3.0809 -3.4723 0.0 0.0 0.0
C 0.3998 -3.0164 -3.8814 0.0 0.0 0.0
C -0.5474 -2.4175 -3.0650 0.0 0.0 -0.1
C -0.1922 -1.8754 -1.8316 0.0 0.0 0.1
N -1.1117 -1.3405 -0.9200 -0.1 0.1 0.0
C -2.2177 -0.7370 -1.3095 0.0 -0.1 0.0
N -3.3140 -0.8490 -0.5160 0.1 0.1 0.0
C -4.2635 0.2389 -0.3320 0.0 0.0 0.0
C -3.3136 -1.8544 0.5366 0.0 0.0 0.0
N -2.3286 0.0065 -2.4424 0.0 0.1 0.0
C -1.1670 0.6558 -3.0240 0.0 0.0 0.0
C -3.5330 0.0364 -3.2546 0.0 0.0 0.0
N 2.2513 -3.5435 0.6770 0.0 0.0 -0.1
C 3.4534 -4.3601 0.7368 0.0 0.0 0.0
C 1.0315 -4.2581 0.3348 0.0 0.0 0.0
H 4.5533 -0.0033 1.5216 0.0 0.0 0.0
H 2.8683 0.4854 1.7932 0.0 0.0 0.0
H 3.4103 0.0790 0.1601 0.0 0.0 0.0
H 3.3505 -1.4089 3.5042 0.0 0.1 0.0
H 4.7016 -2.2675 2.7221 0.0 0.0 0.0
H 3.1216 -3.0496 2.9155 0.0 0.0 0.0
H 3.1187 -2.6017 -1.9123 0.0 0.0 0.0
H 2.4737 -3.5295 -4.1109 0.0 0.0 0.0
H 0.1026 -3.4307 -4.8357 0.0 0.0 0.0
H -1.5848 -2.3836 -3.3774 0.0 0.0 0.0
H -3.9690 1.1023 -0.9218 0.0 0.0 0.0
H -4.2895 0.5270 0.7228 0.0 0.0 0.0
H -5.2722 -0.0599 -0.6250 0.0 0.0 0.0
H -2.9146 -2.7918 0.1607 0.0 0.0 0.0
H -4.3423 -2.0071 0.8626 0.0 0.0 0.0
H -2.7097 -1.5479 1.3964 0.0 0.0 0.0
H -0.3886 0.7681 -2.2712 0.0 0.0 0.0
H -1.4619 1.6459 -3.3756 0.0 0.0 0.0
H -0.7576 0.0905 -3.8648 0.0 0.0 0.0
H -4.2746 -0.6504 -2.8554 0.0 0.0 0.0
H -3.2857 -0.2766 -4.2722 0.0 0.0 0.0
H -3.9641 1.0393 -3.3043 0.0 0.0 0.0
H 4.3375 -3.7296 0.7694 0.0 0.0 0.0
H 3.5061 -4.9831 -0.1600 0.0 0.0 0.0
H 3.4503 -5.0138 1.6116 0.0 0.0 0.0
H 0.1692 -3.6126 0.4949 0.0 0.0 0.0
H 0.9514 -5.1257 0.9925 0.0 0.0 0.0
H 1.0311 -4.5999 -0.7033 0.0 0.0 0.0
C 0.2817 0.8675 5.4901 -0.1 0.0 -0.1
C -1.0638 1.3346 6.0525 0.0 0.0 0.0
As -1.9416 2.7737 4.9953 0.0 0.0 0.0
C -3.6908 1.9444 4.6594 0.0 0.0 0.0
C -4.3083 2.2266 3.4448 0.0 0.0 0.0
C -5.5468 1.6787 3.1288 0.0 0.0 0.0
C -6.1827 0.8374 4.0289 0.0 0.0 0.0
C -5.5824 0.5596 5.2512 0.0 0.0 0.0
C -4.3494 1.1131 5.5631 0.0 0.0 0.0
C -2.4775 3.9540 6.4577 0.0 0.0 0.0
C -2.5116 5.3180 6.1881 0.0 0.0 0.0
C -2.9164 6.2218 7.1626 0.0 0.0 0.0
C -3.2851 5.7667 8.4185 0.0 0.0 0.0
C -3.2488 4.4067 8.6991 0.0 0.0 0.0
C -2.8485 3.5067 7.7236 0.0 0.0 0.0
P 0.5190 -0.0557 3.8995 0.0 0.1 0.0
C -0.0481 1.1438 2.6065 0.0 -0.1 0.1
C 0.8039 2.2741 2.4086 0.0 0.0 0.0
C 0.4282 3.3245 1.6251 0.0 0.0 0.0
C -0.8196 3.3128 0.9646 0.0 0.0 0.0
C -1.6687 2.2575 1.1270 0.0 0.0 0.0
C -1.3118 1.1453 1.9492 0.0 0.0 0.0
C -0.7526 -1.3714 3.8295 0.1 -0.1 -0.1
C -2.1022 -1.2409 4.1586 0.0 0.0 0.0
C -2.9630 -2.3258 4.0752 0.0 0.0 0.0
C -2.4950 -3.5577 3.6383 0.0 0.0 0.0
C -1.1616 -3.6994 3.2813 0.0 0.0 0.0
C -0.2997 -2.6164 3.3844 0.0 0.0 0.0
H 0.7754 0.2265 6.2275 0.0 0.0 0.0
H 0.9517 1.7265 5.3726 0.0 0.0 0.0
H -0.8796 1.7604 7.0399 0.0 0.0 0.0
H -1.7358 0.4924 6.2015 0.0 0.0 0.0
H -3.8212 2.8921 2.7410 0.0 0.0 0.0
H -6.0203 1.9219 2.1852 0.0 0.0 0.0
H -7.1488 0.4125 3.7892 0.0 0.0 0.0
H -6.0823 -0.0791 5.9686 0.0 0.0 0.0
H -3.9071 0.8888 6.5265 0.0 0.0 0.0
H -2.2182 5.6823 5.2101 0.0 0.0 0.0
H -2.9402 7.2807 6.9399 0.0 0.0 0.0
H -3.5979 6.4687 9.1803 0.0 0.0 0.0
H -3.5344 4.0465 9.6791 0.0 0.0 0.0
H -2.8292 2.4496 7.9614 0.0 0.0 0.0
H 1.7564 2.3038 2.9260 0.0 0.0 0.0
H 1.0883 4.1748 1.5148 0.0 0.0 0.0
H -1.1088 4.1521 0.3458 0.0 0.0 0.0
H -2.6428 2.2635 0.6555 0.0 0.0 0.0
H -2.0993 0.4782 2.2845 0.0 0.0 0.0
H -2.5051 -0.2881 4.4670 0.0 0.0 0.0
H -4.0047 -2.1989 4.3447 0.0 0.0 0.0
H -3.1677 -4.4036 3.5742 0.0 0.0 0.0
H -0.7894 -4.6562 2.9373 0.0 0.0 0.0
H 0.7470 -2.7334 3.1194 0.0 0.0 0.0

***

3.
24
Properties=species:S:1:pos:R:3:forces:R:3 method="wB97M-V/def2-TZVPD" relative_energy_kcal_mol=9.7 multiplicity=1
C -1.4789 1.0037 1.9172 0.2 -0.2 -0.4
C -0.6722 -0.1994 1.3930 -0.7 0.2 0.7
C -0.9775 -0.5856 -0.0512 0.4 1.3 0.0
C -0.9373 0.6320 -0.9818 0.6 -0.6 -0.2
N 0.0173 -1.5050 -0.5527 0.5 -1.0 -0.7
C -0.0347 -2.8022 -0.2102 -0.2 -0.9 0.4
O -0.7235 -3.2566 0.6853 -0.3 0.1 0.0
H -2.4975 0.9742 1.5477 -0.4 -0.3 0.1
H -1.5039 0.9511 3.0014 0.0 0.3 0.1
H -1.1223 1.9728 1.5745 0.4 0.1 0.2
H 0.4013 -0.0459 1.5391 0.0 0.1 -0.2
H -0.9349 -1.0225 2.0604 0.2 -0.2 -0.3
H -1.9678 -1.0461 -0.1216 0.1 -0.1 0.2
H -1.2369 0.3036 -1.9719 -0.3 0.2 -0.2
H 0.0982 0.9444 -1.0955 0.1 0.2 0.0
H -1.4930 1.4943 -0.6528 -0.5 0.0 0.1
H 0.7511 -1.2573 -1.2245 -0.6 0.4 0.3
H 0.5549 -3.5155 -0.8187 0.3 0.5 0.0
O 2.1463 -0.0454 -2.0507 0.8 0.4 -0.2
H 2.9547 -0.1636 -2.5661 -0.3 -0.4 -0.2
H 2.3956 0.7575 -1.5582 -0.4 0.0 0.2
O 2.4054 1.9979 -0.1560 -0.5 0.2 0.4
H 2.1093 2.9170 -0.0599 0.2 -0.3 -0.2
H 1.7462 1.4966 0.3532 0.3 0.1 -0.1

***

4.
47
Properties=species:S:1:pos:R:3:forces:R:3 method="wB97M-V/def2-TZVPD" multiplicity=1
C 0.2350 0.5834 -2.5857 0.1 0.0 -0.4
P 1.5021 1.9105 -2.6042 0.2 0.0 0.3
O 2.2938 1.5616 -1.1914 -0.1 0.0 0.1
C 2.6306 1.0674 -3.8299 0.1 -0.4 -0.1
C 3.1439 1.8635 -5.0176 0.4 0.3 -0.2
O 2.7102 2.8883 -5.4551 -0.1 -0.4 0.0
N 4.2805 1.1582 -5.5862 -0.5 -0.2 0.5
C 4.8829 0.4078 -4.4684 0.1 -0.3 0.2
C 3.8657 0.3436 -3.3048 -0.1 0.0 -0.2
F 3.5404 -1.0009 -3.0167 0.1 0.4 0.0
H -0.4451 0.7124 -1.7415 0.0 0.0 -0.2
H 0.7085 -0.4060 -2.5679 -0.2 0.1 0.2
H -0.3180 0.6726 -3.5314 -0.1 -0.1 0.3
H 2.2228 0.6334 -0.9295 0.1 0.0 0.0
H 2.0463 0.2647 -4.3125 0.0 0.2 0.0
H 3.8704 0.4944 -6.2414 0.3 0.2 -0.3
H 5.1393 -0.6149 -4.7558 0.0 0.1 0.0
H 5.8021 0.9014 -4.1427 -0.1 0.0 -0.1
H 4.2527 0.7771 -2.3800 -0.1 -0.1 -0.1
C -2.4462 -4.9874 -0.0524 0.1 0.0 0.1
C -2.8964 -3.5770 -0.3566 -0.2 -0.2 -0.1
O -2.1137 -2.6085 0.3823 0.1 0.1 0.0
C -0.9381 -2.2986 -0.1315 0.0 0.0 0.0
O -0.4434 -2.7066 -1.1390 0.0 0.0 -0.1
C -0.2494 -1.2376 0.7564 0.0 0.0 0.0
F -0.3117 -1.5569 2.0499 0.0 0.0 0.0
F -0.8554 -0.0499 0.5905 0.0 0.0 0.1
F 1.0293 -1.0994 0.4133 0.0 0.0 0.0
H -2.4904 -5.1792 1.0196 0.0 0.0 0.0
H -3.0989 -5.6972 -0.5594 0.0 0.0 0.0
H -1.4255 -5.1565 -0.3927 0.0 0.0 0.0
H -3.9185 -3.4063 -0.0281 0.0 0.0 0.1
H -2.8274 -3.3492 -1.4193 0.1 0.0 0.0
C -1.3620 2.7356 2.9252 0.0 0.1 0.1
C -1.6108 1.3990 3.5869 0.1 -0.1 -0.3
O -1.6729 1.5301 5.0250 0.0 0.0 0.1
C -2.8281 1.9409 5.5208 0.1 -0.1 0.0
O -3.8272 2.2007 4.9198 0.0 0.0 0.0
C -2.7371 2.0022 7.0624 0.0 0.0 0.0
F -1.6101 2.5974 7.4619 0.0 0.0 0.0
F -2.7537 0.7584 7.5623 0.0 0.0 0.0
F -3.7697 2.6706 7.5628 0.0 0.0 0.0
H -0.4559 3.1939 3.3216 0.0 0.0 0.0
H -1.2399 2.5969 1.8513 0.0 0.0 0.0
H -2.1946 3.4177 3.0919 0.0 0.0 0.0
H -0.7871 0.7127 3.4089 0.0 0.0 0.1
H -2.5294 0.9356 3.2290 0.0 0.0 0.1

***

| no. | E (eV) | E_HOMO (eV) | lowest unoccupied orbital energy (eV) |
| --- | --- | --- | --- |
| 1 | -57687.7783 | -9.05 | -0.69 |
| 2 | -127153.2530 | -9.97 | -1.76 |
| 3 | -13061.3604 | -9.39 | 0.38 |
| 4 | -55876.4880 | -9.24 | 0.46 |